Record 1
Below is an isolated molecule of C19H24N2O4S, with properties calculated with ωB97M-V/def2-TZVPD.

```
50
Properties=species:S:1:pos:R:3
C -6.4671 0.1582 2.0377
H -6.8443 1.1593 2.2376
H -6.4539 -0.0032 0.9632
H -7.1355 -0.5638 2.5000
C -5.0515 -0.0008 2.5914
N -4.1252 0.9629 2.0123
S -3.6190 0.8182 0.4249
O -3.2765 2.1500 0.0153
O -4.5364 0.0709 -0.3920
C -2.1111 -0.1204 0.6021
C -1.1253 0.3626 1.4374
C 0.0708 -0.3216 1.5682
C 0.2730 -1.4962 0.8450
C -0.7359 -1.9767 0.0049
C -1.9243 -1.2873 -0.1156
H -2.7137 -1.6332 -0.7636
H -0.5573 -2.8887 -0.5424
O 1.4165 -2.2348 0.8673
C 2.5036 -1.7782 1.6437
H 2.2448 -1.7085 2.7063
H 3.2796 -2.5405 1.5275
C 3.0735 -0.4261 1.1834
O 3.6676 0.3052 1.9459
N 2.8551 -0.1704 -0.1146
H 2.3445 -0.8425 -0.6673
C 3.2066 1.0853 -0.7541
C 3.7812 0.8178 -2.1236
C 3.0347 0.1440 -3.0835
C 3.5607 -0.1000 -4.3393
C 4.8392 0.3290 -4.6527
C 5.5887 1.0020 -3.7036
C 5.0627 1.2425 -2.4461
H 5.6517 1.7651 -1.7066
H 6.5866 1.3393 -3.9418
H 5.2488 0.1396 -5.6336
H 2.9700 -0.6242 -5.0760
H 2.0311 -0.1885 -2.8563
C 1.9823 2.0039 -0.8280
H 1.1754 1.5337 -1.3852
H 2.2501 2.9342 -1.3214
H 1.6252 2.2273 0.1741
H 3.9639 1.5483 -0.1128
H 0.8358 0.0704 2.2189
H -1.3007 1.2794 1.9762
H -4.3898 1.9216 2.1808
C -4.5198 -1.4086 2.3504
H -5.1304 -2.1299 2.8875
H -4.5562 -1.6361 1.2894
H -3.4920 -1.4893 2.6962
H -5.0578 0.1987 3.6723
```

The value obtained for the HOMO-LUMO gap is 9.7 eV. The molar mass is 376.48 g mol⁻¹. Its strongest force on any atom is 0.87 eV/Å. The electronic energy is -1547.0808 Ha. The calculation puts the relative energy (zero: lowest compared OMol25 entry of this formula, charge and spin) at 128.7 kJ/mol. As for the structure (SMILES): CC(C)NS(=O)(=O)c1ccc(OCC(=O)N[C@H](C)c2ccccc2)cc1.


Record 2
Below is an isolated molecule of C24H29N3O2 at a distorted geometry, with properties calculated with ωB97M-V/def2-TZVPD.

```
58
Properties=species:S:1:pos:R:3
C -8.3999 -0.0779 0.3709
H -9.3045 -0.5464 0.7551
O -7.3504 -0.9605 0.6873
C -6.0865 -0.6350 0.3139
C -5.7265 0.5254 -0.3650
C -4.4043 0.7520 -0.6982
C -3.4098 -0.1665 -0.3663
C -3.7814 -1.3308 0.3194
C -5.0927 -1.5603 0.6531
H -5.3881 -2.4537 1.1800
H -3.0135 -2.0426 0.5765
C -2.0285 0.0568 -0.7176
N -1.0951 -0.7760 -0.4279
N 0.0908 -0.3239 -0.8771
C 1.2676 -0.9948 -0.7525
O 2.2851 -0.5309 -1.2263
C 1.1150 -2.3218 -0.0035
N 2.2701 -3.0053 0.5038
C 3.1212 -3.7188 -0.4242
C 4.2903 -2.8952 -0.9735
C 5.1031 -2.3309 0.1880
C 4.1856 -1.4947 1.0755
C 3.0189 -2.3613 1.5624
H 2.3281 -1.7657 2.1639
H 3.4212 -3.1613 2.1992
H 3.8038 -0.6518 0.4993
H 4.7320 -1.1060 1.9377
H 5.9252 -1.7186 -0.1880
H 5.5306 -3.1520 0.7718
H 3.9048 -2.0691 -1.5704
H 4.9131 -3.5282 -1.6092
H 2.5040 -4.0967 -1.2426
H 3.5272 -4.5824 0.1208
H 0.4400 -2.1305 0.8381
H 0.5883 -3.0014 -0.6836
C -0.0055 1.0030 -1.5196
C 0.8170 2.0068 -0.7576
C 0.6765 2.1156 0.6203
C 1.4298 3.0302 1.3315
C 2.3376 3.8597 0.6861
C 2.4722 3.7473 -0.6922
C 1.7242 2.8307 -1.4066
H 1.8527 2.7469 -2.4758
H 3.1781 4.3803 -1.2106
C 3.1418 4.8662 1.4512
H 3.2146 4.5900 2.5003
H 4.1444 4.9532 1.0382
H 2.6679 5.8468 1.3901
H 1.3137 3.0969 2.4041
H -0.0198 1.4738 1.1429
H 0.3696 0.9193 -2.5446
C -1.5170 1.2758 -1.4610
H -1.9662 1.3460 -2.4524
H -1.7380 2.1926 -0.9114
H -4.1496 1.6591 -1.2252
H -6.4672 1.2599 -0.6400
H -8.2651 0.8960 0.8524
H -8.4964 0.0606 -0.7107
```

The value obtained for the HOMO-LUMO gap is 8.2 eV. The molar mass is 391.51 g mol⁻¹. Its strongest force on any atom is 1.25 eV/Å. The electronic energy is -1246.6739 Ha. The calculation puts the relative energy (zero: lowest compared OMol25 entry of this formula, charge and spin) at 212.5 kJ/mol. As for the structure (SMILES): COc1ccc(C2=NN(C(=O)CN3CCCCC3)[C@H](c3ccc(C)cc3)C2)cc1.


Record 3
Below is a cluster of 2 separate species, C5H6S2 in total at a distorted geometry, with properties calculated with ωB97M-V/def2-TZVPD.

```
13
Properties=species:S:1:pos:R:3
C 1.7058 -0.1891 1.3242
C 1.9332 -1.0752 0.5950
C -0.9062 -0.6210 -0.5782
C -0.6859 0.4935 -1.5888
C -0.3795 0.6893 -0.1904
S -0.9308 1.3218 2.7413
S -0.7351 1.8919 0.9055
H 1.7224 0.4675 2.1036
H 1.6698 -1.8856 -0.0406
H -1.8422 -1.0236 -0.1872
H -0.1015 -1.4153 -0.7624
H 0.0822 0.3250 -2.2741
H -1.5319 1.0208 -2.0479
```

The value obtained for the HOMO-LUMO gap (alpha / beta) is 7.3 / 7.3 eV. The molar mass is 130.24 g mol⁻¹. Its strongest force on any atom is 3.69 eV/Å. The electronic energy is -990.2945 Ha. The calculation puts the relative energy (zero: lowest compared OMol25 entry of this formula, charge and spin) at 447.6 kJ/mol.


Record 4
Below is an isolated molecule of C7H7N at a distorted geometry, with properties calculated with ωB97M-V/def2-TZVPD.

```
15
Properties=species:S:1:pos:R:3
C 0.7230 -1.7597 0.4551
C 1.5347 -1.3030 -0.5814
C 0.6691 0.0247 -1.2587
C -0.4738 1.2590 -0.6455
C -1.3887 1.3166 0.5114
C -1.4257 0.1274 1.3506
C -0.1663 -0.4623 0.6291
H 0.9775 -2.5316 1.1239
H 2.6519 -1.5636 -0.8057
H 0.9305 0.0315 -2.4163
H -0.8772 2.0765 -1.4386
H -1.6732 2.2682 0.5423
H -1.6333 0.3551 2.4558
H 0.6011 0.4156 0.8858
N -0.4496 -0.2543 -0.8079
```

The value obtained for the HOMO-LUMO gap is 7.7 eV. The molar mass is 105.14 g mol⁻¹. Its strongest force on any atom is 9.90 eV/Å. The electronic energy is -325.3095 Ha. The calculation puts the relative energy (zero: lowest compared OMol25 entry of this formula, charge and spin) at 916.8 kJ/mol. As for the structure (SMILES): C1=C[C@@H]2[C@@H]3C=C[C@@H]1N23.


Record 5
Below is a cluster of 2 separate species, C5H16NS2 in total at a distorted geometry, with properties calculated with ωB97M-V/def2-TZVPD.

```
24
Properties=species:S:1:pos:R:3
C -1.1920 -0.9683 0.0807
C -1.8037 0.0207 -0.8991
C -1.7426 -0.3777 -2.3518
N -0.9119 -0.3588 1.4239
H -1.8938 -1.8121 0.2714
H -0.2425 -1.3528 -0.2153
H -1.2882 0.9927 -0.7664
H -2.7902 0.2490 -0.5637
H -0.6825 -0.5417 -2.6999
H -2.2629 -1.3933 -2.3862
H -2.1335 0.3899 -3.0544
H -0.0481 0.2224 1.3409
H -1.7094 0.2001 1.7311
H -0.7668 -1.0831 2.1187
C 1.2489 1.8363 -1.2703
S 1.9325 0.3713 -0.4464
S 2.0785 0.8752 1.6775
C 2.6167 -0.7283 2.4753
H 1.1182 2.7264 -0.6130
H 1.9837 2.1813 -2.0694
H 0.2774 1.6034 -1.7901
H 3.4022 -1.2169 1.8965
H 3.0555 -0.4611 3.4504
H 1.7546 -1.3746 2.6598
```

The value obtained for the HOMO-LUMO gap (alpha / beta) is 9.4 / 7.1 eV. The molar mass is 154.32 g mol⁻¹. The spin multiplicity is 2. Its strongest force on any atom is 2.27 eV/Å. The electronic energy is -1050.5332 Ha. The calculation puts the relative energy (zero: lowest compared OMol25 entry of this formula, charge and spin) at 0.0 kJ/mol. The net charge is +2.


Record 6
Below is a structure of composition C6H13ClFInN2O4P, with properties calculated with ωB97M-V/def2-TZVPD.

```
29
Properties=species:S:1:pos:R:3
C -0.9477 -4.4992 -2.4904
C -0.7069 -3.5212 -1.8172
In -0.2127 -1.7941 -0.5760
F -0.2504 -2.3657 1.3663
C 1.8285 -1.0887 -1.0670
Cl 2.9674 -1.6371 0.2344
C 1.9305 0.4242 -1.3589
C 2.4411 1.2797 -0.1924
P -2.0228 -0.0335 -0.7700
N -2.0402 0.5637 -2.2164
O -3.4603 -0.6633 -0.2968
O -1.9055 1.1203 0.3819
H -1.0924 -5.4456 -2.9585
H 2.1593 -1.6352 -1.9466
H 2.6044 0.5705 -2.2106
H 0.9575 0.8074 -1.6768
H 3.5273 1.2814 -0.1390
H 2.0825 2.3029 -0.3089
H 2.0369 0.9141 0.7501
H -2.9453 0.5187 -2.6726
H -3.5272 -1.5458 -0.6866
H -1.1693 1.7001 0.1337
C -0.7309 1.3366 3.0609
N 0.2263 2.4127 2.6758
O 0.9213 2.9085 3.5400
O 0.2649 2.7052 1.4989
H -0.6497 1.1799 4.1301
H -1.7219 1.6680 2.7686
H -0.4615 0.4443 2.4997
```

The value obtained for the HOMO-LUMO gap is 7.7 eV. The molar mass is 377.42 g mol⁻¹. Its strongest force on any atom is 0.58 eV/Å. The electronic energy is -1738.4186 Ha. The net charge is -1.


Record 7
Below is the ion C6H10N with charge +1 at a distorted geometry, with properties calculated with ωB97M-V/def2-TZVPD.

```
17
Properties=species:S:1:pos:R:3
C 1.4599 0.7669 -0.0323
C 2.2609 -0.1743 0.7903
C -0.4017 -1.1530 -0.3392
C 2.7853 0.1083 -0.3793
C -1.0853 -0.0703 0.4477
C -2.4982 0.4699 0.1366
N 0.0576 0.2537 -0.5164
H 1.5457 1.7591 0.2232
H 2.1876 -0.6431 1.7527
H 0.3385 -1.9129 -0.0015
H -0.8548 -1.6803 -1.0974
H 3.5089 -0.0473 -1.1925
H -0.6335 -0.0513 1.3627
H -2.9161 -0.2411 -0.6128
H -2.4812 1.6022 -0.1530
H -2.9901 0.3204 1.0328
H -0.2833 0.6933 -1.4218
```

The value obtained for the HOMO-LUMO gap is 12.1 eV. The molar mass is 96.15 g mol⁻¹. Its strongest force on any atom is 3.17 eV/Å. The electronic energy is -288.9711 Ha. The calculation puts the relative energy (zero: lowest compared OMol25 entry of this formula, charge and spin) at 293.6 kJ/mol. As for the structure (SMILES): C[C@H]1C[N@@H+]1C1C=C1. The net charge is +1.


Q: Which value of molar mass does entry 2 give?
A: 391.51 g mol⁻¹